Here is a molecular structure, C16H15ClIrS from OMol25. Energies are from the ωB97M-V functional and the def2-TZVPD basis.

**Electronic energy**: -43024.895 eV
**Charge**: 0
**Spin multiplicity**: 6
**ΔE to the lowest compared entry with this formula, charge and spin**: 0.0 kcal per mole
**Orbital gap (alpha / beta)**: 7.049 / 5.917 eV
**Maximum force**: 0.068 Eh/bohr
**<S²>**: 8.806

Geometry as XYZ:
```
34
Properties=species:S:1:pos:R:3:lowdin_spin:R:1
C 1.8639 -0.3472 -1.9618 0.16
C 0.9538 -1.0437 -2.8332 0.22
C 0.6054 -2.2619 -2.2034 0.23
H 0.7132 -0.7735 -3.8758 0.01
C 1.3211 -2.3781 -0.9497 0.14
C 2.2335 -1.2524 -0.8920 0.05
H 2.9617 -1.0914 -0.1092 0.02
H 2.3481 0.5778 -2.2305 0.00
H 0.0056 -3.0623 -2.6958 0.01
H 1.4200 -3.3082 -0.3872 0.00
Ir 0.8467 -0.3061 0.1409 2.05
Cl -0.3441 1.3296 -0.7852 0.41
C -2.6217 -0.3753 -0.0572 0.39
C -2.0984 -1.6911 0.2470 0.09
C -2.2326 -2.4715 -0.9217 0.21
H -1.8652 -2.0363 1.2863 0.00
C -2.7531 -1.6482 -1.9610 0.25
C -2.9378 -0.3492 -1.4469 0.04
H -3.2841 0.5103 -1.9707 0.00
H -2.5651 0.4750 0.6582 0.01
H -2.0624 -3.5325 -0.9944 0.01
H -2.9564 -1.9511 -2.9606 0.01
S 0.4870 -0.8366 2.2054 0.41
C 0.7302 0.9467 2.2239 0.05
C -0.3789 1.7485 2.6036 0.07
C -0.1891 3.1173 2.6664 0.00
C 1.0635 3.6701 2.3630 0.08
C 2.1304 2.8867 1.9233 -0.01
C 1.9888 1.5030 1.8645 0.08
H -1.3498 1.2867 2.6399 0.00
H -1.0233 3.7403 2.9466 0.00
H 1.2288 4.7348 2.5247 0.00
H 3.0719 3.3145 1.6196 0.00
H 2.6881 0.8753 1.3229 0.00
```



Here is a single C5H8 molecule from OMol25. Energies are from the ωB97M-V functional and the def2-TZVPD basis.

**Electronic energy**: -5312.321 eV
**SMILES**: C=CCC=C
**Charge**: 0
**ΔE to the lowest compared entry with this formula, charge and spin**: 42.6 kcal per mole
**Orbital gap**: 10.723 eV
**Maximum force**: 0.048 Eh/bohr

Geometry as XYZ:
```
13
Properties=species:S:1:pos:R:3:lowdin_charge:R:1
C 0.1195 2.2955 -0.0316 -0.01
C -0.2205 1.0934 -0.5181 -0.19
C -0.7137 -0.0927 0.3482 -0.22
C 0.3760 -1.0987 0.5047 -0.20
C 0.5120 -2.0553 -0.4282 -0.01
H 0.7531 3.0030 -0.5446 0.05
H 0.0977 2.2607 1.0508 0.05
H -0.1585 0.9973 -1.6285 0.10
H -1.6131 -0.5421 -0.1250 0.12
H -0.9328 0.4607 1.2615 0.09
H 0.8532 -1.1993 1.4580 0.09
H 1.3279 -2.8679 -0.3795 0.08
H -0.4007 -2.2547 -0.9678 0.05
```